Record 1
Formula: C3H3NO
Source: the OMol25 dataset
Level of theory: ωB97M-V with the def2-TZVPD basis set

Structure (ORCA input):
```
! RIJCOSX wB97M-V def2-TZVPD def2/J DEFGRID3
* xyz 0 1
O 0.23866 0.21012 -1.88191
N -0.36280 -1.72511 1.46353
C 0.10615 0.82569 -0.89498
C 0.00630 -2.00068 0.40581
C -0.04985 1.48364 0.22721
H 0.34698 -2.22895 -0.58465
H 0.35054 2.48183 0.33735
H -0.55894 0.98450 1.04347
*
```

Results
Energy relative to the best compared isomer or geometry (same formula, charge and spin): 1.197 eV
Kohn-Sham gap: 10.32 eV
SMILES: C=C=O.C#N
Lowest unoccupied orbital energy: 0.8 eV
Electronic energy: -246.0475 Eh

***

Record 2
Formula: C4H10N2
Source: the OMol25 dataset
Level of theory: ωB97M-V with the def2-TZVPD basis set

Structure (ORCA input):
```
! RIJCOSX wB97M-V def2-TZVPD def2/J DEFGRID3
* xyz 1 2
N 2.46740 0.48871 1.35265
N -2.11813 -0.25987 -1.46389
C -2.53397 -0.49163 1.02155
C 2.60448 0.11988 -0.08438
C -2.07065 0.17515 -0.10830
C 1.71381 0.47401 -1.06189
H 2.00585 0.22864 -2.09085
H -1.15050 -0.61258 -1.69297
H -2.72405 -1.05941 -1.50648
H -1.92395 1.28639 0.15236
H 1.56476 0.70561 1.74990
H -3.16355 0.09805 1.62838
H 3.41552 -0.58823 -0.24436
H -2.01137 -1.40726 1.37084
H 0.85481 1.07634 -0.86377
H 3.06956 -0.23377 1.84124
*
```

Results
Energy relative to the best compared isomer or geometry (same formula, charge and spin): 4.619 eV
Kohn-Sham gap (alpha / beta): 5.33 / 3.31 eV
Lowest unoccupied orbital energy (alpha / beta): -6.3 / -8.3 eV
Electronic energy: -267.4790 Eh

***

Record 3
Formula: C5H14
Source: the OMol25 dataset
Level of theory: ωB97M-V with the def2-TZVPD basis set

Structure (ORCA input):
```
! RIJCOSX wB97M-V def2-TZVPD def2/J DEFGRID3
* xyz 0 1
C -0.51562 -2.42131 -1.81892
C 0.44215 2.76896 1.05139
C 0.80440 -0.69487 -0.63531
C 0.10271 -2.01533 -0.49776
C -0.86966 1.99525 1.58868
H 0.21536 3.82549 0.79263
H -1.49502 -2.01344 -1.96727
H 0.09296 0.10031 -0.66493
H -0.69340 1.02436 2.01639
H -1.35256 2.61598 2.50105
H 1.20173 2.68308 1.96510
H 0.38838 -2.17710 -2.54997
H -0.84353 -3.54843 -1.89693
H 0.90184 2.11004 0.24991
H -0.50724 -2.23539 0.43513
H -1.59228 1.90650 0.77004
H 1.32765 -0.49877 0.39154
H 0.89706 -2.77638 -0.26155
H 1.49508 -0.64896 -1.46923
*
```

Results
Energy relative to the best compared isomer or geometry (same formula, charge and spin): 1.512 eV
Kohn-Sham gap: 11.97 eV
SMILES: CCC.CC
Lowest unoccupied orbital energy: 1.1 eV
Electronic energy: -198.8336 Eh

***

Record 4
Formula: C5H15NO2
Source: the OMol25 dataset
Level of theory: ωB97M-V with the def2-TZVPD basis set

Structure (ORCA input):
```
! RIJCOSX wB97M-V def2-TZVPD def2/J DEFGRID3
* xyz -1 2
O 2.98465 -1.18361 0.10187
O 1.86074 -0.37577 -2.03473
N -1.12955 1.09298 1.28066
C -0.26124 0.02805 0.90513
C -0.77711 -1.43593 0.97135
C -1.21527 2.75002 -0.49618
C -1.95016 1.61699 0.25289
C 0.25848 -2.33899 0.34216
H 2.37517 -0.64407 -1.15716
H -0.87906 3.55608 0.15103
H -2.16799 0.85609 -0.52958
H 3.92200 -0.99838 0.03878
H -0.95511 -1.78711 1.99704
H -1.95285 3.17106 -1.19767
H -1.78734 -1.44226 0.52999
H -2.87963 1.99497 0.68973
H -0.44537 2.36787 -1.16774
H 1.24131 -1.89959 0.63212
H -0.02350 0.08079 -0.16948
H 0.65805 0.06929 1.49097
H 2.45779 0.15345 -2.54683
H 0.29040 -3.38360 0.65585
H 0.37559 -2.24833 -0.74019
*
```

Results
Energy relative to the best compared isomer or geometry (same formula, charge and spin): 0.654 eV
Kohn-Sham gap (alpha / beta): 7.54 / 6.95 eV
Lowest unoccupied orbital energy (alpha / beta): 3.8 / 3.2 eV
Electronic energy: -404.6773 Eh

***

Record 5
Formula: C3H5NO3
Source: the OMol25 dataset
Level of theory: ωB97M-V with the def2-TZVPD basis set

Structure (ORCA input):
```
! RIJCOSX wB97M-V def2-TZVPD def2/J DEFGRID3
* xyz 0 1
O -1.19442 -1.40768 -0.53363
O 2.73496 0.13628 0.79660
O -2.21786 0.05877 0.92298
N 0.96837 0.67872 -0.59268
C -0.56041 0.92369 -0.62135
C -1.38170 -0.21149 0.06419
C 1.70460 -0.24952 0.18722
H -0.85481 1.17317 -1.62674
H 1.36821 1.60637 -0.37011
H -0.84998 -1.23500 -1.38405
H 1.16138 -1.19399 0.25245
H -0.75977 1.82338 0.00925
*
```

Results
Energy relative to the best compared isomer or geometry (same formula, charge and spin): 1.848 eV
Kohn-Sham gap: 10.56 eV
SMILES: O=CNCC(=O)O
Lowest unoccupied orbital energy: 0.3 eV
Electronic energy: -397.7688 Eh

***

Record 6
Formula: C2H3N5O2
Source: the OMol25 dataset
Level of theory: ωB97M-V with the def2-TZVPD basis set

Structure (ORCA input):
```
! RIJCOSX wB97M-V def2-TZVPD def2/J DEFGRID3
* xyz 0 1
O 1.14914 -0.86634 -0.19660
O 3.39311 -0.67321 0.09841
N 2.01715 1.18810 -0.04552
N 0.77271 1.35342 -0.14328
N -1.99726 0.77254 -0.02934
N -1.52602 -1.45924 -0.01305
N 0.23560 0.14577 -0.30925
C -1.08168 -0.25250 -0.10560
C 2.33484 -0.17694 -0.05995
H -1.71280 1.59510 0.50561
H -2.88355 0.43220 0.35940
H -0.70123 -2.05890 -0.06083
*
```

Results
Energy relative to the best compared isomer or geometry (same formula, charge and spin): 1.219 eV
Kohn-Sham gap: 9.27 eV
SMILES: [H]/N=C(/N)n1nnc(=O)o1
Lowest unoccupied orbital energy: -1.0 eV
Electronic energy: -502.1894 Eh

***

What is the formula in the fourth record? C5H15NO2